Molecular formula: C3H4N2O
Method: DFT, ωB97M-V/def2-TZVPD

Calculated values
**Multiplicity**: 1
**Maximum force**: 0.05860 hartree/bohr
**Highest occupied orbital energy**: -0.334 Eh
**Orbital gap**: 0.3570 Ha
**SMILES string**: Oc1cn[nH]c1
**Lowest unoccupied orbital energy**: 0.63 eV
**Total charge**: 0
**Energy above the lowest of the compared OMol25 structures with the same formula, charge and spin**: 2.771 eV

Geometry as XYZ:
```
10
Properties=species:S:1:pos:R:3:forces:R:3
O -1.629 -1.340 -0.185 0.2 0.6 -0.2
N 1.131 1.146 0.013 -2.6 -0.3 0.3
N 1.624 -0.053 0.360 -0.2 -0.4 -0.2
C -0.422 0.984 -0.273 2.9 -0.1 0.9
C -0.650 -0.370 -0.131 2.3 -0.4 0.6
C 0.707 -0.953 0.257 -0.7 0.3 -0.6
H -2.542 -1.137 -0.435 0.6 0.8 0.0
H -0.901 1.912 -0.626 0.0 -1.0 0.4
H 1.074 -1.990 0.349 -1.0 0.5 0.0
H 1.608 1.802 0.670 -1.4 0.1 -1.1
```
Positions in Å, forces in eV/Å.